one.
The following is a quantum chemistry calculation of one molecule with the formula C5H12N2S, from the OMol25 dataset.

ORCA input file:
```
! wB97M-V def2-TZVPD RIJCOSX def2/J DEFGRID3
* xyz 0 1
C -0.373 0.287 -2.594
C -0.284 0.845 -1.216
C 0.036 0.071 0.667
C 0.232 -0.989 1.632
C 1.039 0.320 -0.403
H -0.264 -0.851 -2.625
H 0.348 0.778 -3.350
H -1.352 0.317 -2.928
H -0.420 1.995 -1.345
H -1.150 -1.027 -0.658
H -0.049 1.030 1.238
H 0.280 -1.922 1.111
H 1.035 -0.732 2.282
H -1.579 -1.578 1.996
H -1.173 -0.605 3.408
H 1.492 -0.555 -0.823
H 1.734 2.371 1.321
N -1.027 0.000 -0.323
N -0.794 -1.358 2.650
S 2.270 1.605 -0.040
*
```

## Properties
- SMILES string: C[C@H]1N[C@@H](CN)[C@@H]1S
- HOMO level: -0.317 Ha
- Frontier orbital gap: 9.08 eV

two.
The following is a quantum chemistry calculation of C5H12N2S as an isolated structure, from the OMol25 dataset.

ORCA input file:
```
! wB97M-V def2-TZVPD RIJCOSX def2/J DEFGRID3
* xyz 0 1
C 1.070 -1.042 1.169
C 1.379 -0.792 -0.322
C 2.163 0.369 -0.617
C -1.381 0.340 -0.366
C -0.822 1.792 -0.150
H 2.209 -0.228 1.756
H -0.255 -0.494 1.490
H 1.185 -2.436 1.367
H 1.834 -1.688 -0.934
H 3.135 0.164 -0.317
H 1.899 1.196 0.171
H 2.483 0.672 -1.711
H -1.883 2.673 -0.593
H -0.510 2.180 1.162
H -0.015 2.017 -1.046
H -3.591 -1.209 0.827
H -2.594 -1.877 -0.446
N -2.634 0.176 0.105
N -3.304 -0.996 -0.226
S -0.367 -0.816 -1.319
*
```

## Properties
- HOMO level: -0.316 Ha
- Frontier orbital gap: 8.98 eV

Which is most stable? The ranking, best first, is one, two.

one.
The following is a quantum chemistry calculation of one molecule with the formula C5H12N2S, from the OMol25 dataset.

ORCA input file:
```
! wB97M-V def2-TZVPD RIJCOSX def2/J DEFGRID3
* xyz 0 1
C -3.423 0.214 0.313
C -2.167 0.765 -0.333
C 0.941 -1.543 -0.616
C 2.233 -0.932 0.104
C 2.052 0.554 0.673
H -3.080 -0.534 1.192
H -4.210 0.984 0.594
H -4.254 -0.460 -0.228
H -2.316 1.770 -0.983
H 0.765 -1.049 -1.696
H 0.981 -2.610 -0.736
H 3.233 -0.841 -0.579
H 2.780 -1.645 0.959
H 2.986 0.776 1.273
H 1.341 0.518 1.490
H 0.737 1.245 -0.721
H 1.501 2.626 0.100
N -1.056 0.109 -0.337
N 1.784 1.554 -0.527
S -0.829 -1.502 0.059
*
```

## Properties
- SMILES string: C/C=N\SCCCN
- HOMO level: -0.319 Ha
- Frontier orbital gap: 9.47 eV

two.
The following is a quantum chemistry calculation of one molecule with the formula C5H12N2S, from the OMol25 dataset.

ORCA input file:
```
! wB97M-V def2-TZVPD RIJCOSX def2/J DEFGRID3
* xyz 0 1
C -1.999 -0.927 0.595
C -0.681 -0.195 0.798
C 0.711 -0.879 0.556
C 1.178 0.417 -0.150
C -0.360 0.783 -0.337
H -2.771 -0.163 0.452
H -2.259 -1.494 1.523
H -1.952 -1.555 -0.313
H -0.689 0.359 1.773
H 0.578 -1.670 -0.213
H 1.527 -0.681 2.380
H 0.986 -2.204 2.029
H 1.763 0.267 -1.079
H 1.915 2.228 0.384
H 2.738 0.951 1.001
H -0.601 1.818 -0.099
H -0.475 1.410 -2.595
N 1.463 -1.389 1.671
N 1.832 1.324 0.776
S -1.058 0.375 -1.947
*
```

## Properties
- SMILES string: C[C@H]1[C@H](N)[C@H](N)[C@H]1S
- HOMO level: -0.322 Ha
- Frontier orbital gap: 9.58 eV

three.
The following is a quantum chemistry calculation of one molecule with the formula C5H12N2S, from the OMol25 dataset.

ORCA input file:
```
! wB97M-V def2-TZVPD RIJCOSX def2/J DEFGRID3
* xyz 0 1
C -2.128 -0.069 0.941
C -0.030 1.961 0.128
C 1.207 -0.183 -0.063
C 0.700 -1.338 0.765
C 1.509 -0.449 -1.579
H -2.102 0.736 1.730
H -1.527 -0.885 1.404
H -3.195 -0.284 0.398
H -1.828 0.394 -1.291
H -0.950 2.478 0.299
H 2.028 0.564 0.210
H 0.402 -0.946 1.776
H -0.466 -1.546 0.359
H 1.278 -2.531 0.868
H 2.678 -0.819 -1.609
H 0.925 -1.262 -2.112
H 1.637 0.482 -2.072
N -1.369 0.075 -0.292
N -0.145 0.728 -0.159
S 1.378 2.895 0.301
*
```

## Properties
- SMILES string: CNN(C=S)C(C)C
- HOMO level: -0.294 Ha
- Frontier orbital gap: 8.61 eV

Which is most stable? The ranking, best first, is two, one, three.

one.
The following is a quantum chemistry calculation of one molecule with the formula C4H6S, from the OMol25 dataset.

ORCA input file:
```
! wB97M-V def2-TZVPD RIJCOSX def2/J DEFGRID3
* xyz 0 1
C -1.443 0.375 0.445
C -0.687 1.031 -0.462
C 1.239 -1.166 0.115
C 0.922 0.063 -0.675
S 2.301 0.325 0.206
H -1.469 0.591 1.503
H -1.894 -0.539 0.239
H -0.962 0.855 -1.441
H -0.292 1.962 -0.258
H 0.644 -1.662 0.911
H 1.641 -1.835 -0.584
*
```

## Properties
- HOMO level (spin up / spin down): -0.284 / -0.279 Ha
- Frontier orbital gap (spin up / spin down): 7.55 / 7.35 eV

two.
The following is a quantum chemistry calculation of one molecule with the formula C4H6S, from the OMol25 dataset.

ORCA input file:
```
! wB97M-V def2-TZVPD RIJCOSX def2/J DEFGRID3
* xyz 0 1
C -1.753 1.144 0.107
C -0.462 0.753 -0.004
C -1.471 -0.367 -0.113
C 1.948 -0.532 0.003
S 1.159 1.141 -0.238
H -2.414 1.854 0.432
H -1.428 -0.976 0.777
H -1.804 -0.755 -1.005
H 2.950 -0.244 -0.221
H 1.511 -1.095 -0.832
H 1.764 -0.923 1.094
*
```

## Properties
- SMILES string: CSC1=CC1
- HOMO level: -0.298 Ha
- Frontier orbital gap: 8.92 eV

Which is most stable? The ranking, best first, is two, one.

one.
The following is a quantum chemistry calculation of one molecule with the formula C4H6S, from the OMol25 dataset.

ORCA input file:
```
! wB97M-V def2-TZVPD RIJCOSX def2/J DEFGRID3
* xyz 0 1
C -0.825 -0.181 0.608
C -0.813 -0.455 -0.879
C 0.635 -0.793 -1.477
C 0.106 0.587 -1.560
H -1.672 -0.512 1.153
H -1.734 -0.719 -1.437
H 0.806 -1.424 -2.360
H 1.264 -0.817 -0.592
H 0.592 1.377 -0.912
H -0.395 0.837 -2.454
S 0.408 0.394 1.653
*
```

## Properties
- SMILES string: S=CC1CC1
- HOMO level: -0.319 Ha
- Frontier orbital gap: 8.42 eV

two.
The following is a quantum chemistry calculation of C4H6S as an isolated structure, from the OMol25 dataset.

ORCA input file:
```
! wB97M-V def2-TZVPD RIJCOSX def2/J DEFGRID3
* xyz 0 1
C -1.292 0.322 -0.380
C -1.677 -0.618 -1.313
C -0.224 -0.457 0.413
C 1.230 -0.102 0.345
S -0.628 -1.965 -0.749
H -1.623 1.344 -0.248
H -2.389 -0.591 -2.118
H -0.359 -0.803 1.425
H 1.286 1.016 0.344
H 1.813 -0.427 -0.504
H 1.726 -0.354 1.261
*
```

## Properties
- HOMO level: -0.301 Ha
- Frontier orbital gap: 9.14 eV

Which is most stable? The ranking, best first, is two, one.

one.
The following is a quantum chemistry calculation of one molecule with the formula C4H10S, from the OMol25 dataset.

ORCA input file:
```
! wB97M-V def2-TZVPD RIJCOSX def2/J DEFGRID3
* xyz 0 1
C -1.584 -1.057 0.280
C 0.417 -0.106 1.810
C -0.436 1.517 -0.252
C 1.186 -0.450 -1.249
S -0.032 -0.272 0.244
H -2.084 -1.083 -0.647
H -1.370 -1.953 1.001
H 1.459 0.284 1.935
H -0.049 -0.943 2.511
H -1.545 1.688 0.067
H 0.179 2.061 0.548
H -0.324 1.841 -1.326
H 1.957 0.305 -1.235
H 1.627 -1.501 -1.440
H 0.599 -0.333 -2.246
*
```

## Properties
- SMILES string: C=S(=C)(C)C
- HOMO level: -0.267 Ha
- Frontier orbital gap: 7.89 eV

two.
The following is a quantum chemistry calculation of a 2-piece molecular cluster, C4H10S overall, from the OMol25 dataset.

ORCA input file:
```
! wB97M-V def2-TZVPD RIJCOSX def2/J DEFGRID3
* xyz 0 1
C 0.578 -1.357 2.468
C -0.683 -1.854 2.255
H 0.698 -0.332 2.841
H 1.429 -1.624 1.736
H -1.631 -1.381 2.490
H -0.933 -2.725 1.707
C -0.082 -0.099 -2.634
C 0.441 0.090 -1.228
S -0.204 1.490 -0.185
H -0.933 -0.752 -2.725
H -0.356 0.886 -2.892
H 0.712 -0.487 -3.344
H 1.523 0.430 -1.314
H 0.312 -0.733 -0.563
H 0.927 2.187 -0.133
*
```

## Properties
- SMILES string: C=C.CCS
- HOMO level: -0.333 Ha
- Frontier orbital gap: 9.93 eV

Which is most stable? The ranking, best first, is two, one.

one.
The following is a quantum chemistry calculation of a 2-piece molecular cluster, C4H10S overall, from the OMol25 dataset.

ORCA input file:
```
! wB97M-V def2-TZVPD RIJCOSX def2/J DEFGRID3
* xyz 0 1
C 2.168 -0.341 2.082
C 2.002 0.964 1.972
H 1.359 -1.045 1.893
H 3.072 -0.900 2.299
H 1.053 1.412 1.745
H 2.839 1.650 2.003
C -2.111 -0.764 -1.623
C -1.382 0.412 -0.955
S 0.298 0.728 -1.603
H -1.421 -1.492 -2.032
H -2.759 -0.433 -2.434
H -2.757 -1.219 -0.871
H -1.942 1.324 -1.099
H -1.263 0.201 0.104
H 0.843 -0.498 -1.481
*
```

## Properties
- SMILES string: C=C.CCS
- HOMO level: -0.328 Ha
- Frontier orbital gap: 9.92 eV

two.
The following is a quantum chemistry calculation of one molecule with the formula C4H10S, from the OMol25 dataset.

ORCA input file:
```
! wB97M-V def2-TZVPD RIJCOSX def2/J DEFGRID3
* xyz 0 1
C 0.499 1.451 -1.622
C 0.708 0.224 -0.761
C -0.550 -0.103 0.100
C -0.232 -1.113 1.182
S -1.736 -1.382 2.193
H 1.442 1.839 -2.028
H -0.096 1.232 -2.514
H 0.080 2.295 -1.068
H 1.531 0.348 -0.080
H 0.946 -0.644 -1.383
H -1.294 -0.456 -0.608
H -0.835 0.803 0.595
H 0.592 -0.781 1.819
H 0.105 -2.080 0.801
H -1.158 -1.633 3.374
*
```

## Properties
- SMILES string: CCCCS
- HOMO level: -0.330 Ha
- Frontier orbital gap: 10.01 eV

Which is most stable? The ranking, best first, is two, one.